1.
{
  "formula": "C4H15NO3",
  "method": "wB97M-V/def2-TZVPD",
  "species": ["C", "C", "C", "C", "N", "H", "H", "H", "H", "H", "H", "H", "H", "H", "H", "H", "O", "H", "H", "O", "H", "H", "O"],
  "xyz": [[1.02588, -0.80893, -0.86431], [0.20263, 0.32874, -0.26690], [-1.00968, 0.17888, 0.27364], [2.19316, 1.76314, 0.09758], [0.80885, 1.58124, -0.31093], [1.31942, -1.53264, -0.11089], [1.86214, -0.34320, -1.38855], [0.42715, -1.30034, -1.61172], [-1.59546, -0.72653, 0.23120], [-1.59478, 1.05046, 0.53315], [2.75725, 2.23958, -0.70360], [2.62275, 0.79542, 0.31435], [2.28400, 2.37614, 0.99822], [0.17042, 2.35110, -0.18556], [-0.61017, -3.83581, 0.01935], [-1.81623, -3.09716, -0.46874], [-0.94961, -3.39103, -0.76976], [0.58888, -2.57500, 2.32121], [-0.37884, -1.76016, 1.46392], [-0.31775, -2.56645, 1.99987], [-1.93663, 3.24157, -0.80429], [-3.15581, 2.75962, 0.00267], [-2.89758, 3.27138, -0.76993]],
  "forces_ev_per_a": [[-0.333, 1.115, 0.083], [0.531, -0.202, 0.419], [-0.698, 0.061, -0.468], [-0.328, 0.352, -0.239], [-0.233, -0.170, -0.452], [0.269, -0.079, -0.111], [0.196, -0.414, 0.222], [-0.243, -0.393, -0.114], [0.166, -0.209, -0.282], [0.167, 0.114, 0.462], [0.225, -0.003, 0.054], [0.196, -0.126, 0.031], [-0.091, -0.043, 0.002], [0.286, -0.016, 0.333], [0.109, 0.168, -0.067], [-0.040, 0.011, -0.172], [-0.159, -0.186, 0.186], [-0.025, -0.004, 0.076], [-0.007, -0.028, 0.171], [0.081, 0.017, -0.085], [-0.108, -0.077, 0.017], [0.089, -0.005, -0.032], [-0.049, 0.115, -0.036]],
  "mulliken_charge": [-1.171, 0.947, -0.817, -0.988, -0.191, 0.276, 0.452, 0.320, 0.229, -0.058, 0.267, 0.357, 0.312, 0.111, 0.335, 0.301, -0.628, 0.322, 0.274, -0.669, 0.308, 0.353, -0.640],
  "largest_force_ev_per_a": 1.17,
  "homo_ev": -8.36,
  "smiles": "C=C(C)NC.O.O.O",
  "spin_multiplicity": 1,
  "lumo_ha": 0.0216,
  "total_charge": 0
}

---

2.
{
  "formula": "C4H34O14",
  "method": "wB97M-V/def2-TZVPD",
  "species": ["C", "C", "C", "C", "H", "H", "H", "H", "H", "H", "H", "H", "O", "H", "H", "O", "H", "H", "O", "H", "H", "O", "H", "H", "O", "H", "H", "O", "H", "H", "O", "H", "H", "O", "H", "H", "O", "H", "H", "O", "H", "H", "O", "H", "H", "O", "H", "H", "O", "H", "H", "O"],
  "xyz": [[-0.51773, -0.07303, 0.25022], [-0.05276, 0.54673, -0.82943], [-0.10750, -0.02343, -2.16758], [0.19370, 0.65199, -3.27420], [-0.93929, -1.06981, 0.26401], [-0.49785, 0.42509, 1.21415], [0.36135, 1.54995, -0.77040], [-0.39971, -1.05723, -2.27710], [0.15711, 0.24000, -4.28381], [0.54864, 1.69242, -3.28898], [1.55728, -1.01993, 3.50116], [1.32399, -0.03237, 2.36912], [1.03969, -0.95952, 2.69041], [2.02845, -1.37263, -0.07852], [2.41946, -1.63725, -1.56460], [2.69788, -1.14217, -0.76664], [-0.41703, 3.31329, 0.76593], [-1.14282, 2.58281, 1.93060], [-0.30807, 2.99795, 1.66440], [0.75002, -2.31209, 1.60439], [0.91872, -3.86283, 1.31419], [0.37757, -3.07697, 1.13902], [-1.18943, 3.06131, -1.34779], [0.20892, 3.73186, -1.35498], [-0.66999, 3.76371, -0.95255], [-1.13268, -2.63146, 2.22451], [-0.70367, -1.38144, 2.94557], [-1.48620, -1.98090, 2.84144], [0.71751, -2.95608, -2.24711], [1.40288, -2.64699, -3.58565], [1.59007, -2.77355, -2.65158], [2.84568, 0.47199, -0.68726], [3.98129, 1.53132, -0.35510], [3.01841, 1.45437, -0.44913], [-2.64437, -1.19559, 1.91385], [-4.15866, -1.08738, 1.64706], [-3.31026, -0.74358, 1.33786], [-1.58298, -2.72824, -1.33572], [-0.42249, -3.20420, -0.44716], [-0.75133, -3.29551, -1.34644], [2.43486, 4.14451, -1.69094], [2.25937, 2.62573, -1.38356], [1.86904, 3.39590, -1.90394], [-3.51437, 2.31402, 2.10224], [-2.86896, 0.89425, 1.81223], [-2.71446, 1.77962, 2.17541], [-2.65992, -0.80899, -1.67336], [-3.00662, -1.37366, -0.25664], [-2.85729, -1.62641, -1.20476], [1.05766, 2.00122, 1.94537], [2.27039, 1.49726, 1.11083], [1.83337, 1.38601, 1.99652]],
  "forces_ev_per_a": [[0.064, 0.316, 0.608], [-0.183, -0.158, -0.185], [0.129, 0.029, -0.650], [0.400, 0.786, -0.591], [0.139, 0.107, -0.394], [0.035, 0.010, -0.202], [-0.113, -0.157, 0.239], [-0.112, -0.087, 0.197], [-0.166, -0.292, 0.396], [-0.195, -0.373, 0.409], [-0.067, -0.348, 0.088], [-0.106, -0.135, -0.231], [0.462, 0.552, 0.178], [0.682, 0.223, -0.842], [-0.172, -0.098, -0.087], [-0.514, -0.098, 0.953], [-0.280, 0.281, -0.738], [-0.250, 0.036, -0.120], [0.592, -0.203, 1.024], [0.489, 0.192, 0.435], [-0.114, 0.469, 0.030], [0.028, -0.842, -0.291], [-0.008, -0.077, -0.173], [0.418, -0.155, -0.340], [-0.576, 0.380, 0.346], [0.056, -0.408, -0.054], [-0.523, -0.379, 0.107], [0.127, 0.728, 0.126], [-0.246, -0.164, 0.129], [0.119, 0.037, -0.026], [0.188, -0.010, -0.163], [0.257, 0.739, 0.173], [-0.365, -0.048, -0.074], [0.359, -0.948, -0.251], [0.218, -0.157, 0.279], [0.033, 0.155, -0.051], [-0.348, -0.319, 0.034], [0.800, -0.644, -0.222], [0.289, -0.102, 0.337], [-0.998, 0.500, -0.375], [-0.003, 0.026, -0.046], [-0.248, 0.860, -0.592], [0.356, -0.645, 0.456], [0.137, -0.364, -0.085], [-0.513, 0.028, -0.135], [0.186, 0.555, 0.332], [-0.015, 0.058, 0.093], [-0.040, 0.105, -0.737], [-0.355, -0.048, 0.377], [0.065, 0.029, 0.083], [-0.243, -0.245, 0.766], [0.121, 0.300, -0.540]],
  "mulliken_charge": [-0.756, 1.061, 0.046, -1.259, 0.064, 0.196, -0.068, 0.211, 0.267, 0.289, 0.242, 0.385, -0.647, 0.274, 0.427, -0.728, 0.403, 0.387, -0.731, 0.290, 0.258, -0.688, 0.355, 0.422, -0.767, 0.447, 0.447, -0.840, 0.370, 0.291, -0.728, 0.375, 0.299, -0.794, 0.463, 0.281, -0.806, 0.430, 0.482, -0.790, 0.290, 0.471, -0.695, 0.296, 0.447, -0.692, 0.308, 0.468, -0.796, 0.410, 0.475, -0.837],
  "largest_force_ev_per_a": 1.20,
  "homo_ev": -9.09,
  "spin_multiplicity": 1,
  "lumo_ha": 0.0094,
  "total_charge": 0
}

---

3.
{
  "formula": "C2H4N2O2",
  "method": "wB97M-V/def2-TZVPD",
  "species": ["C", "C", "O", "N", "N", "O", "H", "H", "H", "H"],
  "xyz": [[0.64108, -0.40496, 0.85378], [0.18618, 0.33158, -0.35648], [1.91534, -0.42191, 0.96822], [-1.09543, 0.73583, -0.54801], [-2.00530, -0.11279, -0.53570], [1.17033, 0.73235, -1.09795], [1.99851, 0.40959, -0.50658], [-2.89975, 0.39626, -0.50606], [-0.05919, -0.44152, 1.69533], [0.14824, -1.22443, 0.03346]],
  "forces_ev_per_a": [[-0.073, 0.353, -0.838], [1.186, 0.150, 0.702], [-0.163, -0.010, -0.192], [-0.904, -0.022, -0.120], [0.585, 0.156, 0.066], [0.206, -0.692, 0.530], [-1.058, 0.250, -0.156], [0.148, 0.043, -0.108], [0.062, -0.083, -0.088], [0.012, -0.146, 0.202]],
  "mulliken_charge": [0.094, 0.338, -0.739, -0.004, -0.501, -0.458, 0.453, 0.262, 0.383, 0.173],
  "largest_force_ev_per_a": 1.39,
  "homo_ev": [-9.38, -9.38],
  "spin_multiplicity": 1,
  "lumo_ha": [-0.0338, -0.0338],
  "total_charge": 0
}

---

4.
{
  "formula": "C8H17NO",
  "method": "wB97M-V/def2-TZVPD",
  "species": ["C", "C", "C", "C", "C", "C", "C", "C", "O", "N", "H", "H", "H", "H", "H", "H", "H", "H", "H", "H", "H", "H", "H", "H", "H", "H", "H"],
  "xyz": [[0.48817, 0.38800, 1.05815], [-0.76619, 0.25113, -1.31066], [0.06037, -0.58642, -0.41242], [1.65316, 1.30377, 0.67285], [0.97885, -0.58061, 2.14338], [-0.66689, 1.20584, 1.63946], [-0.64574, -1.88966, -0.04995], [-0.27935, -0.27171, -2.92114], [-0.59945, 1.63115, -1.33071], [-0.89544, -1.09193, -3.68452], [-1.36615, 2.03023, -1.77104], [-1.83085, 0.01266, -1.24700], [1.03517, -0.82971, -0.84595], [-1.60977, -1.63323, -3.18413], [0.55550, 0.31788, -3.33983], [-0.92322, 2.07390, 1.02715], [1.39481, 2.03972, -0.09135], [2.01061, 1.88366, 1.53563], [2.50614, 0.72314, 0.30534], [0.16182, -1.18377, 2.55268], [1.75071, -1.25625, 1.76176], [1.41168, -0.04074, 2.99786], [-0.39944, 1.62852, 2.61876], [-1.56369, 0.59444, 1.77838], [-0.76068, -2.52303, -0.93619], [-0.06438, -2.48650, 0.65614], [-1.63575, -1.71046, 0.37736]],
  "forces_ev_per_a": [[-0.009, -1.285, -1.330], [0.239, -1.445, -4.585], [1.066, 1.740, 3.908], [0.143, 0.147, -0.145], [-0.085, -0.130, -0.062], [-0.219, 0.180, -0.226], [0.117, 0.010, -0.123], [-2.214, 0.277, 1.286], [0.168, 0.647, 0.284], [1.112, 0.310, 0.959], [0.386, -0.255, 0.156], [0.010, -0.199, 0.131], [-0.014, 0.264, 0.072], [-0.097, 0.474, -0.063], [-0.238, -0.127, 0.311], [-0.004, -0.271, -0.117], [-0.125, -0.211, -0.002], [-0.144, -0.229, 0.027], [-0.079, 0.009, 0.035], [0.059, 0.004, -0.127], [-0.053, 0.019, 0.013], [-0.070, 0.067, -0.278], [0.118, -0.335, -0.092], [0.021, 0.035, 0.017], [-0.121, 0.126, -0.024], [-0.023, 0.174, -0.025], [0.054, 0.003, 0.000]],
  "mulliken_charge": [1.849, -0.208, 0.379, -1.750, -1.924, -1.716, -1.690, -0.222, -0.483, -0.694, 0.328, 0.427, 0.373, 0.274, 0.370, 0.318, 0.304, 0.450, 0.386, 0.399, 0.385, 0.451, 0.482, 0.338, 0.448, 0.411, 0.314],
  "largest_force_ev_per_a": 4.81,
  "homo_ev": -8.73,
  "smiles": "[H]/N=C\\[C@H](O)[C@H](C)C(C)(C)C",
  "spin_multiplicity": 1,
  "lumo_ha": 0.0254,
  "total_charge": 0
}

---

5.
{
  "formula": "C17H16N7O4RuS5",
  "method": "wB97M-V/def2-TZVPD",
  "species": ["Ru", "O", "C", "O", "C", "C", "N", "N", "C", "C", "O", "O", "H", "H", "H", "S", "C", "N", "C", "N", "C", "S", "N", "C", "H", "H", "H", "H", "H", "H", "H", "H", "S", "C", "S", "C", "N", "N", "C", "C", "C", "C", "C", "C", "S", "H", "H", "H", "H", "H"],
  "xyz": [[0.50781, -1.42833, -1.39210], [2.53643, -1.45712, 4.21231], [3.46286, -0.89539, 3.44667], [4.43492, -0.35613, 3.90700], [3.27279, -0.96392, 1.96850], [4.13099, -0.34454, 1.07634], [3.68179, -0.60507, -0.15697], [2.58487, -1.36550, -0.14009], [2.31390, -1.58369, 1.14532], [1.02784, -2.30630, 1.40946], [0.59657, -2.43718, 2.55606], [0.42368, -2.69500, 0.35482], [1.78718, -1.83801, 3.68408], [5.00561, 0.25605, 1.25243], [4.03457, -0.25376, -1.03282], [2.91223, 2.62590, -1.71308], [1.89685, 1.39785, -1.76338], [1.14582, 0.48735, -1.81307], [-2.96909, -3.49096, 1.74968], [-2.29702, -2.29854, 1.26725], [-2.54081, -1.73290, 0.10068], [-1.59648, -0.38773, -0.46573], [-3.56406, -2.16867, -0.63871], [-3.90474, -1.65361, -1.95288], [-2.58348, -3.71184, 2.74080], [-2.76669, -4.34822, 1.10242], [-4.04486, -3.32125, 1.83710], [-1.42766, -2.05997, 1.72482], [-4.02286, -3.01669, -0.34566], [-3.94774, -0.56833, -1.92691], [-4.88237, -2.04691, -2.22347], [-3.16803, -1.95761, -2.70133], [-1.03016, -6.50117, 0.34544], [-0.32466, -5.51465, -0.76440], [-1.20602, -4.46638, -1.83735], [0.27369, -3.77482, -2.40176], [1.33160, -4.32995, -1.90513], [0.99566, -5.29427, -1.00760], [2.06094, -5.84236, -0.22894], [2.13844, -7.20939, -0.01767], [3.18140, -7.70585, 0.74911], [4.12654, -6.84918, 1.28928], [4.04375, -5.48294, 1.05477], [3.00857, -4.97103, 0.29101], [0.31723, -2.41922, -3.51098], [1.39568, -7.86623, -0.43963], [3.25564, -8.77077, 0.92245], [4.93336, -7.24444, 1.89082], [4.78278, -4.81226, 1.47150], [2.93693, -3.91214, 0.07909]],
  "forces_ev_per_a": [[0.207, 0.575, 0.354], [-0.221, -0.090, -0.149], [0.013, -0.067, -0.010], [-0.009, 0.022, -0.002], [0.079, 0.054, -0.085], [-0.034, -0.032, 0.063], [-0.106, -0.142, 0.086], [-0.030, 0.057, 0.151], [-0.040, 0.039, -0.175], [0.108, 0.103, 0.181], [0.111, 0.032, 0.048], [-0.112, -0.159, -0.054], [0.138, 0.072, 0.043], [0.029, 0.006, 0.069], [0.010, 0.051, -0.027], [0.073, -0.044, 0.024], [0.072, 0.282, -0.066], [-0.118, -0.142, -0.061], [-0.075, 0.022, 0.055], [0.027, -0.049, 0.025], [-0.007, 0.121, -0.258], [-0.075, -0.022, 0.120], [0.080, -0.131, 0.220], [0.000, -0.003, -0.110], [0.024, -0.035, -0.037], [-0.019, -0.046, 0.013], [0.013, 0.001, -0.022], [0.052, 0.073, -0.008], [-0.024, 0.029, 0.039], [-0.019, -0.010, -0.033], [0.028, 0.000, -0.010], [-0.039, 0.036, 0.027], [-0.061, -0.045, -0.027], [-0.115, 0.051, 0.105], [-0.383, -0.194, 0.020], [0.138, 0.073, -0.512], [0.136, 0.017, 0.122], [0.058, -0.032, -0.013], [0.157, -0.047, 0.038], [0.089, 0.138, 0.034], [-0.032, -0.062, -0.014], [0.050, 0.080, 0.020], [-0.012, -0.032, 0.010], [-0.025, -0.051, -0.056], [-0.105, -0.332, -0.126], [-0.049, -0.052, -0.031], [-0.013, -0.013, 0.001], [0.018, -0.013, 0.012], [0.025, 0.010, 0.008], [-0.012, -0.099, -0.004]],
  "mulliken_charge": [0.308, -0.543, 0.417, -0.595, 0.425, -0.585, -0.313, -0.467, -0.087, 1.296, -1.031, 0.594, 0.421, 0.539, 0.226, -0.375, 0.435, -0.632, -1.097, 0.020, 0.532, -0.390, -0.148, -0.933, 0.311, 0.292, 0.414, 0.153, 0.260, 0.346, 0.359, 0.280, -0.302, 0.232, -0.111, 0.341, -0.717, 0.754, -0.104, -0.387, -0.639, -0.417, -0.825, 0.073, -0.332, 0.457, 0.379, 0.394, 0.413, 0.363],
  "largest_force_ev_per_a": 0.71,
  "homo_ev": [-8.33, -8.58],
  "s2": 8.78,
  "spin_multiplicity": 6,
  "lumo_ha": [0.0005, -0.0828],
  "total_charge": 0
}

---

6.
{
  "formula": "C5H18N2O4",
  "method": "wB97M-V/def2-TZVPD",
  "species": ["N", "C", "C", "C", "C", "C", "N", "O", "H", "H", "H", "H", "H", "H", "H", "H", "H", "H", "H", "H", "H", "H", "O", "H", "H", "O", "H", "H", "O"],
  "xyz": [[-0.84512, -1.46016, -2.34867], [-0.32816, -0.90916, -1.12374], [-1.28508, -1.38113, 0.04271], [-1.88247, -0.22117, 0.85203], [-0.97320, 0.45901, 1.86243], [1.07867, -1.46039, -0.84849], [1.57357, -1.63630, 0.39507], [1.76077, -1.81555, -1.80676], [-1.46001, -2.24483, -2.17985], [-0.11898, -1.81784, -2.96292], [-0.32263, 0.16047, -0.99517], [-2.15603, -1.88066, -0.39209], [-0.83314, -2.11338, 0.71219], [-2.28012, 0.56446, 0.18364], [-2.80460, -0.49379, 1.37109], [-1.58594, 1.05194, 2.54519], [-0.55868, -0.32293, 2.50772], [-0.22140, 1.14069, 1.47969], [2.47707, -2.00211, 0.64335], [1.34408, -1.08116, 1.21592], [-0.91585, 1.27947, -1.83447], [-1.12284, 2.74430, -2.08414], [-0.62424, 2.14007, -1.52195], [3.18015, 0.57651, 1.75080], [2.12707, 1.49880, 1.16404], [2.23560, 0.77719, 1.82369], [1.04194, 3.29780, 0.25918], [1.63263, 2.28388, -0.72598], [1.86695, 2.86595, 0.01551]],
  "forces_ev_per_a": [[-0.144, 0.421, -1.034], [-0.554, -2.345, 2.686], [-0.811, 0.689, 0.039], [-0.427, 1.005, -0.360], [-0.571, -0.388, 0.805], [1.720, -0.428, -1.225], [-0.474, 0.507, 2.257], [-0.395, -0.002, -0.010], [0.006, 0.177, 0.213], [0.245, 0.434, 0.189], [0.434, 0.041, -0.420], [0.193, -0.060, -0.200], [0.209, 0.096, -0.088], [0.337, -0.301, -0.208], [0.204, -0.615, 0.123], [-0.049, 0.141, -0.081], [0.498, 0.257, -0.105], [0.251, -0.328, -0.240], [0.341, -0.325, -1.426], [-0.939, 0.284, -0.640], [-0.102, -0.059, -0.244], [0.136, 0.199, 0.099], [-0.224, 0.454, -0.275], [-0.246, 0.026, 0.174], [-0.065, -0.093, 0.387], [0.551, 0.195, -0.212], [-0.086, -0.039, -0.126], [-0.162, 0.414, 0.085], [0.125, -0.357, -0.163]],
  "mulliken_charge": [-0.644, 1.649, -1.105, -0.445, -0.927, 0.252, -0.286, -0.691, 0.248, 0.327, -1.097, 0.321, 0.366, 0.261, 0.448, 0.439, 0.287, 0.039, 0.292, 0.145, 0.437, 0.289, -0.560, 0.307, 0.373, -0.652, 0.318, 0.340, -0.729],
  "largest_force_ev_per_a": 3.61,
  "homo_ev": -9.43,
  "smiles": "CCC[C@H](N)C(N)=O.O.O.O",
  "spin_multiplicity": 1,
  "lumo_ha": 0.0168,
  "total_charge": 0
}

---

Asked for ΔE to the lowest compared entry with this formula, charge and spin across the records above, the calculation gives 30.1 0.0 120.8 64.0 5.4 25.7 kcal per mole in order.